16
Properties=species:S:1:pos:R:3:forces:R:3:lowdin_charge:R:1 method="wB97M-V/def2-TZVPD" smiles="COCC(Br)([N+](=O)[O-])[N+](=O)[O-]" de_lowest_kj_mol=0.96 multiplicity=1 energy_ha=-3176.75115 charge=0
C -2.316417 -0.804794 0.392741 2.23 0.48 0.27 -0.013
C -0.570328 0.738097 -0.420032 1.85 -2.23 -0.57 -0.097
C 1.049187 -0.188654 -0.091570 -2.30 0.12 -0.56 -0.564
N 1.727235 0.567177 -1.169751 0.22 -0.27 0.66 -0.446
N 1.532102 0.111037 1.285106 0.64 1.84 -0.95 -0.408
O 1.717998 0.040386 -2.253033 0.31 0.01 -0.60 0.050
O 2.035160 1.697155 -0.895387 0.63 0.44 -0.73 0.101
O 1.909687 -0.774864 1.983751 0.11 -0.96 0.92 0.046
O 1.584420 1.297400 1.531832 -0.45 -0.05 0.67 0.098
O -1.465952 0.359958 0.468759 -1.48 1.46 0.79 -0.160
Br 1.050198 -2.092091 -0.328810 -0.22 0.54 -0.41 0.883
H -1.568124 -1.534864 0.643584 -0.52 -1.36 -0.22 0.046
H -2.732555 -0.901244 -0.589112 -0.41 -0.23 -0.44 0.094
H -3.014870 -0.728937 1.207617 -0.42 0.21 -0.05 0.096
H -0.271595 1.775570 -0.253404 0.13 -0.29 -0.02 0.127
H -0.666141 0.438671 -1.512292 -0.33 0.30 1.25 0.147

=====

19
Properties=species:S:1:pos:R:3:forces:R:3:lowdin_charge:R:1 method="wB97M-V/def2-TZVPD" smiles="COC(C)=O.NCO" de_lowest_kj_mol=182.40 multiplicity=1 energy_ha=-439.45645 charge=0
C -0.158912 1.645055 0.733538 -2.08 -0.93 0.82 -0.351
N 0.623327 1.890541 -0.442460 -0.25 -0.37 -0.13 0.035
O 0.610953 1.091943 1.807392 0.27 -0.20 0.25 -0.086
H 0.122176 0.337336 2.164966 0.07 0.19 -0.10 0.067
H 1.055430 1.037452 -0.778917 0.04 0.06 0.04 0.054
H 1.370275 2.547407 -0.248899 -0.14 0.05 0.08 0.077
H -0.558629 2.609798 1.078185 0.05 -0.20 -0.17 0.111
H -1.074502 0.848577 0.657221 2.23 3.20 -0.49 0.134
C 1.259133 -1.818922 0.481389 0.17 0.14 0.27 -0.025
C -1.408000 -0.401896 -1.628166 -0.02 0.23 0.21 0.027
C -0.720972 -0.824931 -0.363464 -1.42 -1.84 1.60 -0.566
O 0.545376 -1.182993 -0.587320 -0.23 0.14 -0.06 -0.050
O -1.291305 -0.970164 0.734556 1.30 -0.40 -2.14 0.022
H 1.665281 -1.058987 1.148957 -0.09 -0.02 0.00 0.085
H 2.082053 -2.350079 0.012285 -0.10 -0.10 -0.03 0.095
H 0.601299 -2.487197 1.035892 0.06 0.00 -0.10 0.099
H -1.383443 -1.229854 -2.336071 0.09 0.03 -0.01 0.097
H -2.439717 -0.142133 -1.412978 0.01 0.00 0.07 0.095
H -0.899825 0.459047 -2.056105 0.05 0.00 -0.09 0.083

=====

104
Properties=species:S:1:pos:R:3:forces:R:3:lowdin_charge:R:1 method="wB97M-V/def2-TZVPD" multiplicity=1 energy_ha=-3244.96018 charge=0
N -2.769238 0.818409 0.441302 0.30 0.99 -0.18 0.276
H -1.697956 0.740420 0.558424 -0.59 -0.20 -0.11 0.064
H -3.124592 0.180311 -0.266244 0.20 -0.22 0.16 0.125
H -3.012367 1.786691 0.134798 0.11 -0.15 0.34 0.099
H -3.231962 0.682107 1.339042 0.05 -0.17 -0.11 0.140
C -0.950599 -2.122484 0.360326 1.16 0.01 0.04 -0.675
F -1.811551 -1.692509 -0.566846 -0.52 0.11 0.22 0.126
F -1.513870 -2.173613 1.563706 -0.40 0.07 -0.24 0.146
F -0.536502 -3.328676 0.004172 -0.29 -0.16 0.20 0.135
S 0.568870 -1.073315 0.349484 -0.62 0.86 -1.56 0.594
O 1.457851 -1.612730 1.304464 0.19 -0.28 1.00 -0.239
O 0.965044 -1.126290 -1.018057 -0.19 0.08 -0.59 -0.265
N -0.030633 0.451243 0.681307 0.54 -2.16 0.52 -0.333
S 1.021485 1.117996 1.697265 1.11 2.40 0.62 0.571
O 1.222372 0.542637 2.983002 -0.51 -0.61 0.29 -0.255
O 2.184992 1.585447 1.001794 -0.08 -0.17 -0.34 -0.265
C 0.093451 2.663046 2.116621 0.30 -0.02 -0.58 -0.670
F -0.362705 3.298850 1.021930 -0.05 -0.17 0.20 0.114
F -0.940765 2.356157 2.895292 -0.51 0.07 0.17 0.125
F 0.899664 3.490498 2.771025 -0.14 -0.19 0.01 0.150
C 0.867719 1.368815 -3.701093 -1.37 -0.57 -0.50 -0.049
C 0.522504 2.421751 -2.671516 0.88 0.54 0.74 -0.492
C 0.241049 3.772347 -3.283302 -1.45 0.67 -0.27 -0.059
O -0.602928 2.009741 -1.891593 -0.74 0.19 -0.35 -0.072
H -0.035139 1.192083 -4.310654 -0.05 0.11 0.27 0.085
H 1.029232 0.416210 -3.194354 0.55 0.05 -0.18 0.059
H 1.591635 1.618966 -4.474695 0.58 0.11 0.56 0.081
H 1.339722 2.562067 -1.947682 0.17 -0.18 -0.27 0.138
H -0.645957 3.713546 -3.933691 0.39 -0.28 -0.30 0.085
H 1.070808 4.202431 -3.838776 0.14 -0.28 -0.09 0.083
H -0.105798 4.545916 -2.588238 0.46 -0.34 0.47 0.060
H -0.312900 1.430351 -1.182761 0.45 -0.11 0.04 0.016
C -1.642608 -4.469955 -4.216770 0.11 -0.72 -0.18 -0.044
C -0.998917 -5.145754 -3.030081 0.06 -0.44 0.89 -0.490
C -1.980334 -5.248799 -1.876499 -0.69 0.14 0.84 -0.072
O -0.572368 -6.472669 -3.362561 -0.18 0.16 -0.34 -0.061
H -1.550413 -3.395224 -4.088998 -0.16 0.11 -0.28 0.080
H -2.687611 -4.782170 -4.279698 -0.08 0.26 0.11 0.080
H -1.202085 -4.827119 -5.148413 0.32 0.36 0.02 0.081
H -0.115385 -4.623122 -2.645292 -0.10 0.33 -0.42 0.107
H -2.629277 -4.382187 -1.694241 0.28 0.21 -0.46 0.072
H -1.482194 -5.383886 -0.913478 0.11 -0.41 -0.15 0.067
H -2.670849 -6.077168 -2.050761 0.15 -0.11 -0.04 0.088
H -0.166794 -6.832781 -2.562669 0.03 0.04 -0.01 0.061
C 4.227144 -0.933079 -2.773445 -0.02 -0.41 0.41 -0.065
C 5.158588 0.135031 -2.157120 -1.48 -1.62 -1.25 -0.486
C 5.332663 -0.115161 -0.686540 0.45 0.51 0.21 -0.048
O 6.408022 0.015744 -2.841987 0.26 0.48 0.35 -0.050
H 4.193366 -0.777693 -3.851483 -0.19 -0.08 -0.03 0.077
H 3.223431 -0.904861 -2.338524 -0.02 0.33 -0.17 0.054
H 4.558786 -1.958145 -2.579513 0.39 0.14 -0.08 0.063
H 4.582800 1.024537 -2.438411 0.76 0.64 0.54 0.134
H 4.380002 -0.270551 -0.183488 -0.07 0.08 -0.04 0.072
H 5.852560 0.721851 -0.215109 -0.04 -0.07 0.11 0.081
H 5.948570 -1.006503 -0.553921 -0.04 -0.02 -0.03 0.087
H 6.490707 0.707493 -3.501625 -0.06 0.03 0.02 0.084
C 0.633989 6.349681 -0.124443 0.13 0.39 -0.33 -0.062
C 0.462305 6.646247 1.361391 0.82 0.47 0.00 -0.490
C 1.795500 6.524785 2.092724 0.17 -0.76 -0.26 -0.059
O -0.076760 7.957513 1.564199 -0.67 -0.29 0.03 -0.057
H 1.208361 7.184484 -0.546810 -0.13 -0.08 -0.11 0.084
H -0.315505 6.282707 -0.657535 -0.06 0.13 0.12 0.073
H 1.202248 5.451088 -0.371725 -0.04 -0.12 0.41 0.076
H -0.249063 5.946474 1.804110 -0.09 0.21 0.08 0.111
H 2.614114 7.074135 1.616914 -0.25 0.16 -0.18 0.083
H 2.079018 5.467020 2.042524 0.17 0.20 0.27 0.068
H 1.747730 6.851141 3.129035 -0.21 -0.09 0.06 0.082
H 0.524169 8.629151 1.228948 0.19 -0.19 -0.09 0.084
C 2.796639 -4.723812 -2.441713 -0.60 0.34 0.02 -0.053
C 2.728997 -5.792162 -1.338113 -0.17 0.33 -1.72 -0.461
C 2.329135 -5.158996 -0.038808 0.35 1.59 -0.45 -0.042
O 1.790907 -6.809730 -1.739023 0.13 -0.07 0.59 -0.065
H 2.852470 -5.102355 -3.467142 0.31 -0.38 0.20 0.086
H 3.644642 -4.061254 -2.268556 -0.06 0.04 -0.06 0.066
H 1.872408 -4.131572 -2.446934 0.23 0.12 0.22 0.068
H 3.754899 -6.182985 -1.291719 -0.27 -0.43 0.38 0.136
H 2.555151 -5.764366 0.827899 -0.19 0.11 0.25 0.084
H 1.352926 -4.664709 -0.038854 -0.48 -1.16 -0.06 0.063
H 2.860041 -4.191205 -0.052974 0.74 -0.55 0.69 0.088
H 1.879829 -6.954977 -2.685475 0.19 0.03 -0.05 0.077
C -2.921742 -2.701873 4.690823 -0.82 0.87 -0.14 -0.075
C -1.841040 -3.653805 5.148712 0.56 0.54 -0.39 -0.520
C -0.698843 -2.893977 5.775187 0.15 0.04 0.21 -0.057
O -2.360344 -4.562196 6.112935 0.00 -0.14 -0.55 -0.038
H -2.614567 -1.952746 3.953063 0.44 -0.33 -0.05 0.059
H -3.276277 -2.090261 5.528537 0.00 -0.29 0.14 0.086
H -3.802984 -3.184146 4.253020 0.14 -0.25 0.13 0.077
H -1.386973 -4.148317 4.277132 -0.44 -0.43 0.06 0.136
H -1.046669 -2.438508 6.703476 0.17 0.13 0.01 0.087
H -0.331148 -2.133268 5.085155 -0.11 0.12 0.07 0.082
H 0.147294 -3.548436 5.980396 -0.09 -0.10 0.17 0.083
H -3.047819 -5.054178 5.648080 0.00 -0.13 0.30 0.088
C -5.822735 4.067689 1.838491 -0.72 -0.18 -0.47 -0.051
C -4.525720 4.383454 1.154961 0.96 -0.71 -0.67 -0.444
C -3.344066 4.610033 2.050761 0.66 1.15 0.53 -0.050
O -4.130240 3.264496 0.285562 -0.33 -0.26 0.15 -0.104
H -5.773388 3.261144 2.569278 0.32 0.09 0.11 0.087
H -6.517686 3.724872 1.061028 -0.14 0.13 0.16 0.081
H -6.272314 4.949485 2.291438 0.11 0.03 0.11 0.090
H -4.625983 5.216649 0.456031 -0.19 0.25 0.32 0.143
H -2.430287 4.835754 1.495066 -0.18 -0.27 -0.27 0.067
H -3.101063 3.818109 2.759835 -0.36 -0.23 -0.15 0.079
H -3.486520 5.526242 2.637151 -0.25 -0.19 0.05 0.098
H -4.881776 3.041238 -0.277865 0.03 0.19 0.00 0.092

=====

16
Properties=species:S:1:pos:R:3:forces:R:3:lowdin_charge:R:1 method="wB97M-V/def2-TZVPD" smiles=[O-]CNCCC[S-] de_lowest_kj_mol=11.16 multiplicity=1 energy_ha=-685.91419 charge=-2
C -0.066687 -0.360472 -0.081230 -0.59 0.86 -0.91 -0.271
N 0.453148 -0.148752 -1.449293 -0.10 0.48 0.74 -0.089
C 1.787133 -0.754597 -1.690378 0.55 -0.54 -0.75 -0.630
O 1.836849 -2.087629 -1.804361 -0.16 0.02 -0.03 -0.388
C -0.796626 0.849634 0.515254 -0.20 0.61 0.01 -0.335
C -1.245539 0.601981 1.948651 -0.39 -0.38 0.34 -0.827
S -2.374121 1.839678 2.709159 0.18 0.11 -0.06 -0.058
H 0.789018 -0.553630 0.551811 0.10 -0.60 0.30 0.097
H -0.818947 -1.160033 -0.102570 0.47 -0.39 0.44 0.102
H -0.183957 -0.609413 -2.087567 0.15 -0.08 -0.14 0.069
H 2.481927 -0.384662 -0.892761 -0.36 0.35 0.21 0.067
H 2.145394 -0.215915 -2.624807 -0.08 -0.10 0.13 0.055
H -1.684555 1.146350 -0.054853 -0.02 -0.34 -0.20 0.075
H -0.180157 1.757110 0.477570 0.23 -0.20 0.06 0.087
H -0.368474 0.438846 2.576737 0.22 0.22 0.12 0.025
H -1.774405 -0.358498 2.008639 0.02 -0.02 -0.26 0.019